1.
{
  "formula": "C29H59BBrO7",
  "method": "ωB97M-V/def2-TZVPD",
  "total_charge": -1,
  "lumo_ev": 2.136,
  "e_homo_ev": -4.482,
  "total_energy_ev": -116081.9266,
  "homo_lumo_gap_ha": 0.2432,
  "symbols": ["C", "C", "C", "C", "O", "B", "O", "C", "Br", "C", "C", "C", "C", "H", "H", "H", "H", "H", "H", "H", "H", "H", "H", "H", "H", "H", "H", "H", "H", "H", "H", "H", "C", "C", "C", "O", "C", "H", "H", "H", "H", "H", "H", "H", "H", "C", "C", "C", "O", "C", "H", "H", "H", "H", "H", "H", "H", "H", "C", "C", "C", "O", "C", "H", "H", "H", "H", "H", "H", "H", "H", "C", "C", "C", "O", "C", "H", "H", "H", "H", "H", "H", "H", "H", "C", "C", "C", "O", "C", "H", "H", "H", "H", "H", "H", "H", "H"],
  "xyz": [[5.2914, -0.1246, 0.3264], [4.8144, -1.4166, -0.3440], [3.6954, -1.2320, -1.4108], [2.5502, -2.1848, -1.0495], [3.1051, 0.0330, -1.3452], [3.5329, 0.7999, -2.5477], [3.6561, -0.3057, -3.5709], [4.1599, -1.3909, -2.9474], [6.1999, -1.2551, -3.1452], [3.6530, -2.6113, -3.7195], [4.4279, -3.9491, -3.7741], [5.3396, -4.0439, -4.9910], [5.1752, -4.3407, -2.4849], [6.3699, -0.1454, 0.4915], [4.8242, 0.0013, 1.3031], [5.0607, 0.7425, -0.2797], [4.4204, -2.0739, 0.4350], [5.6651, -1.9373, -0.7648], [2.8454, -3.2246, -0.9203], [1.7254, -2.0935, -1.7457], [2.1894, -1.8347, -0.0817], [4.6780, 1.2406, -2.3391], [2.7128, 1.5976, -2.9741], [2.6526, -2.8181, -3.3642], [3.5519, -2.2512, -4.7431], [3.6637, -4.7182, -3.9159], [4.7540, -4.0388, -5.9118], [6.0412, -3.2148, -5.0360], [5.9174, -4.9706, -4.9743], [6.2406, -4.1478, -2.5710], [5.0443, -5.4067, -2.2893], [4.7892, -3.8100, -1.6220], [-2.9223, -3.5184, -0.6691], [-2.5300, -2.4845, 0.3865], [-1.0569, -2.8078, 0.6016], [-0.5753, -3.2888, -0.6500], [-1.6624, -3.5617, -1.5269], [-3.8091, -3.2477, -1.2417], [-3.1014, -4.4887, -0.1996], [-2.6361, -1.4753, -0.0178], [-3.1163, -2.5452, 1.3027], [-0.9219, -3.5855, 1.3624], [-0.4685, -1.9364, 0.8902], [-1.6931, -2.7886, -2.3030], [-1.4966, -4.5265, -2.0087], [-0.3393, 4.4198, -0.9491], [0.7240, 3.3930, -1.3330], [-0.1066, 2.1334, -1.4816], [-1.4140, 2.5523, -1.9268], [-1.5260, 3.9664, -1.7943], [-0.0481, 5.4510, -1.1505], [-0.5768, 4.3346, 0.1148], [1.1824, 3.6540, -2.2888], [1.5145, 3.2896, -0.5997], [-0.2202, 1.6173, -0.5220], [0.3182, 1.4348, -2.1999], [-1.4928, 4.4215, -2.7923], [-2.4923, 4.2049, -1.3415], [-6.6755, 1.1677, 0.1907], [-5.2363, 1.5633, -0.1393], [-4.5187, 1.2144, 1.1571], [-5.2243, 0.1006, 1.7173], [-6.4615, -0.0842, 1.0326], [-7.2923, 0.9818, -0.6874], [-7.1549, 1.9477, 0.7866], [-4.8542, 0.9526, -0.9592], [-5.1183, 2.6096, -0.4143], [-4.5523, 2.0460, 1.8689], [-3.4773, 0.9321, 1.0051], [-6.3888, -0.9770, 0.4009], [-7.2518, -0.2467, 1.7689], [-7.0932, -2.2235, 4.6774], [-7.2314, -2.3060, 6.1970], [-5.7733, -2.4048, 6.6291], [-5.0195, -1.6775, 5.6640], [-5.8349, -1.3760, 4.5260], [-7.9579, -1.7828, 4.1826], [-6.9318, -3.2197, 4.2595], [-7.6798, -1.3882, 6.5839], [-7.8301, -3.1487, 6.5406], [-5.4335, -3.4470, 6.6357], [-5.5902, -1.9780, 7.6165], [-6.0714, -0.3072, 4.5341], [-5.2787, -1.5892, 3.6165], [3.8726, 6.7429, 1.6481], [4.8872, 5.6860, 1.2100], [4.0054, 4.4514, 1.0696], [2.7171, 4.9327, 0.6759], [2.6492, 6.3449, 0.8294], [4.1920, 7.7668, 1.4556], [3.6627, 6.6451, 2.7157], [5.3170, 5.9548, 0.2431], [5.7029, 5.5396, 1.9166], [3.9085, 3.9210, 2.0229], [4.3614, 3.7465, 0.3186], [2.6708, 6.8126, -0.1623], [1.7047, 6.6044, 1.3113]],
  "atomic_forces_ev_per_a": [[0.17, -0.08, 0.07], [-0.10, 0.07, 0.18], [0.09, -0.38, 0.27], [0.12, 0.09, 0.20], [0.04, 0.38, -0.26], [0.39, -0.17, -0.02], [0.11, -0.27, 0.22], [-1.43, 0.68, -0.03], [0.58, 0.02, -0.07], [0.84, -0.44, -0.33], [-0.03, -0.03, 0.29], [0.07, -0.08, -0.19], [-0.18, -0.16, -0.17], [0.07, -0.05, -0.01], [-0.12, 0.11, 0.01], [-0.04, 0.09, -0.10], [-0.04, -0.06, 0.02], [0.05, -0.08, -0.11], [0.02, -0.17, -0.18], [-0.12, -0.07, -0.10], [-0.06, 0.00, 0.04], [-0.26, 0.37, -0.20], [0.02, 0.11, 0.26], [-0.20, 0.11, 0.09], [-0.06, 0.03, -0.06], [-0.13, 0.02, -0.03], [-0.04, 0.03, -0.07], [0.02, 0.04, 0.06], [0.00, -0.09, 0.02], [0.07, 0.14, 0.08], [0.05, -0.09, -0.01], [0.07, 0.06, 0.13], [0.02, 0.00, 0.04], [-0.06, 0.02, 0.01], [-0.02, 0.05, -0.03], [0.07, -0.15, -0.01], [-0.04, 0.12, -0.01], [0.00, 0.02, 0.00], [0.02, -0.01, 0.00], [0.00, 0.00, -0.01], [-0.01, 0.00, 0.00], [-0.03, 0.01, 0.01], [0.03, 0.00, -0.01], [-0.02, -0.02, -0.02], [0.01, -0.01, 0.02], [-0.01, -0.05, 0.05], [-0.12, 0.03, -0.13], [0.00, -0.18, 0.03], [0.00, 0.07, 0.05], [0.06, -0.02, -0.05], [0.00, 0.00, -0.02], [0.00, 0.01, 0.00], [0.01, -0.02, 0.00], [0.04, 0.00, 0.03], [0.04, 0.00, 0.00], [-0.03, -0.02, -0.01], [-0.01, 0.04, 0.02], [-0.02, -0.01, -0.01], [0.02, 0.04, 0.03], [-0.03, -0.08, -0.01], [0.03, 0.02, 0.00], [-0.02, 0.01, -0.02], [0.05, -0.01, -0.04], [0.01, -0.01, -0.02], [0.00, 0.00, 0.01], [0.02, 0.01, 0.00], [0.00, 0.01, 0.00], [0.00, 0.02, -0.01], [0.01, -0.01, 0.01], [-0.03, 0.00, -0.01], [0.01, -0.01, 0.02], [0.03, -0.02, 0.02], [-0.01, 0.04, -0.02], [0.01, -0.02, -0.05], [0.00, -0.01, 0.00], [-0.07, -0.03, 0.10], [-0.01, 0.01, 0.01], [0.00, 0.00, 0.00], [0.01, 0.01, 0.00], [0.00, -0.02, -0.01], [-0.03, -0.01, 0.02], [0.02, 0.01, 0.00], [-0.01, 0.00, -0.04], [0.07, 0.03, 0.00], [0.02, -0.03, 0.02], [-0.03, 0.03, -0.03], [0.02, -0.02, -0.01], [-0.05, 0.04, 0.09], [0.08, -0.02, -0.04], [0.01, 0.00, -0.01], [-0.01, -0.01, 0.00], [0.00, -0.01, -0.01], [0.00, 0.00, 0.02], [0.02, 0.01, 0.00], [-0.03, -0.01, -0.01], [0.00, 0.03, 0.01], [-0.01, -0.01, 0.00]],
  "mulliken_charge": [-1.1069, -0.8569, 1.9978, -2.5361, -0.9013, 1.2642, -0.8793, 0.8409, -0.3455, -1.0899, 0.7127, -1.5116, -1.3841, 0.3724, 0.3126, 0.0573, 0.3753, 0.2814, 0.2444, 0.5167, 0.5223, -0.3286, -0.3703, 0.0820, 0.3752, 0.3383, 0.3977, 0.2329, 0.4417, 0.3279, 0.4217, 0.2056, -0.6637, 0.0285, -0.3910, -0.3143, -0.5046, 0.3186, 0.3154, -0.0323, 0.1546, 0.2390, 0.2519, 0.2602, 0.3272, -0.4970, 0.0123, -0.1431, -0.4631, -0.4845, 0.3534, 0.2260, 0.1871, 0.0027, 0.1591, 0.1175, 0.2740, 0.2378, -0.6583, -0.4040, -0.4676, -0.2871, -0.2379, 0.3685, 0.2926, 0.2021, 0.3275, 0.2731, 0.1990, 0.2491, 0.1495, -0.5232, -0.5460, -0.5030, -0.4105, 0.0807, 0.3169, 0.3168, 0.2578, 0.3540, 0.2680, 0.2739, 0.1492, -0.0196, -0.5936, -0.5707, -0.3001, -0.2679, -0.4597, 0.3424, 0.2563, 0.2761, 0.3614, 0.2533, 0.1490, 0.2758, 0.2741]
}



2.
{
  "formula": "C29H59BO16S6",
  "method": "ωB97M-V/def2-TZVPD",
  "total_charge": 0,
  "de_lowest_ev": 0.000,
  "lumo_ev": 0.426,
  "e_homo_ev": -9.893,
  "total_energy_ev": -129478.0006,
  "homo_lumo_gap_ha": 0.3792,
  "symbols": ["C", "C", "C", "O", "C", "O", "O", "B", "C", "O", "H", "H", "H", "H", "H", "H", "H", "H", "H", "H", "H", "C", "C", "C", "S", "O", "O", "C", "H", "H", "H", "H", "H", "H", "H", "H", "C", "C", "C", "S", "O", "O", "C", "H", "H", "H", "H", "H", "H", "H", "H", "C", "C", "C", "S", "O", "O", "C", "H", "H", "H", "H", "H", "H", "H", "H", "C", "C", "C", "S", "O", "O", "C", "H", "H", "H", "H", "H", "H", "H", "H", "C", "C", "C", "S", "O", "O", "C", "H", "H", "H", "H", "H", "H", "H", "H", "C", "C", "C", "S", "O", "O", "C", "H", "H", "H", "H", "H", "H", "H", "H"],
  "xyz": [[-1.7508, -2.0534, 1.7697], [-2.0604, -3.0351, 0.6141], [-1.2694, -2.7532, -0.6660], [0.0185, -2.1909, -0.3703], [0.8950, -2.2490, -1.3716], [1.0539, -3.1776, -2.1105], [1.6596, -1.1323, -1.4275], [1.4516, -0.2467, -2.4771], [0.5338, -0.5018, -3.7311], [2.1736, 0.9268, -2.3925], [-1.2847, -2.5504, 2.6164], [-2.6964, -1.6612, 2.1443], [-1.1505, -1.2020, 1.4518], [-3.1292, -2.9940, 0.3949], [-1.8603, -4.0535, 0.9350], [-1.1958, -3.6759, -1.2429], [-1.8407, -2.0551, -1.2894], [1.1582, -0.5045, -4.6283], [-0.0826, -1.4000, -3.7161], [-0.1311, 0.3625, -3.8456], [1.5593, 1.6650, -2.3077], [0.3457, -5.5154, -4.5701], [0.2322, -6.9697, -4.0964], [-1.2318, -7.3946, -4.2674], [-1.8847, -6.4087, -5.6233], [-2.9079, -5.5340, -5.1079], [-2.1336, -7.2563, -6.7618], [-0.3984, -5.4514, -5.9004], [1.3831, -5.2045, -4.6778], [-0.1269, -4.8522, -3.8438], [0.8743, -7.6051, -4.7104], [0.5539, -7.0819, -3.0622], [-1.3312, -8.4468, -4.5212], [-1.8238, -7.1694, -3.3824], [-0.6700, -4.4422, -6.2009], [0.1640, -5.9407, -6.6955], [7.3095, 2.9693, -3.3177], [7.7053, 1.5497, -2.8898], [7.0528, 1.2809, -1.5281], [5.5646, 2.2936, -1.4757], [5.7267, 3.2925, -0.4444], [4.3979, 1.4518, -1.5374], [5.8087, 3.0764, -3.0687], [7.5536, 3.1606, -4.3614], [7.8410, 3.7030, -2.7078], [7.3329, 0.8322, -3.6239], [8.7867, 1.4307, -2.8359], [6.7695, 0.2388, -1.4046], [7.6930, 1.5919, -0.7047], [5.4501, 4.1032, -3.0360], [5.2432, 2.5060, -3.8050], [3.7781, 8.7371, -1.3475], [4.3641, 7.6771, -0.4048], [5.0887, 6.6380, -1.2689], [5.6251, 7.5081, -2.7483], [4.9224, 6.9613, -3.8853], [7.0630, 7.6278, -2.7434], [4.8957, 9.0864, -2.3222], [3.4347, 9.6119, -0.8124], [2.9271, 8.3194, -1.8902], [5.0770, 8.1496, 0.2746], [3.5929, 7.2084, 0.2046], [5.9569, 6.2210, -0.7653], [4.4217, 5.8352, -1.5763], [4.5466, 9.5796, -3.2263], [5.6681, 9.6862, -1.8413], [1.9962, 14.3311, 0.3987], [0.5370, 14.3532, -0.0763], [0.3021, 13.0773, -0.8951], [1.4449, 11.8494, -0.2474], [2.4019, 11.5176, -1.2755], [0.7148, 10.8194, 0.4441], [2.2361, 12.9267, 0.9432], [2.1873, 15.0892, 1.1566], [2.6630, 14.5221, -0.4449], [-0.1277, 14.3631, 0.7896], [0.3180, 15.2416, -0.6665], [-0.7116, 12.6991, -0.7915], [0.5370, 13.2230, -1.9477], [3.2881, 12.6633, 1.0254], [1.7363, 12.7799, 1.9002], [-5.6540, -5.1490, 5.2651], [-6.1509, -5.4631, 3.8502], [-5.5417, -4.4087, 2.9119], [-3.9945, -3.8976, 3.6683], [-4.1037, -2.5116, 4.0515], [-2.8859, -4.3709, 2.8814], [-4.1536, -4.9049, 5.1382], [-5.8689, -5.9634, 5.9535], [-6.1460, -4.2489, 5.6420], [-5.8159, -6.4523, 3.5576], [-7.2376, -5.4570, 3.7925], [-5.3326, -4.8100, 1.9232], [-6.1741, -3.5266, 2.8276], [-3.7220, -4.3757, 5.9849], [-3.6144, -5.8357, 4.9599], [-7.0484, -10.0315, 7.4204], [-6.9590, -11.2480, 6.4891], [-6.7721, -10.7199, 5.0610], [-5.9400, -9.1341, 5.2182], [-6.8270, -8.0933, 4.7561], [-4.5956, -9.2335, 4.7125], [-5.9074, -9.1070, 7.0086], [-6.9704, -10.3167, 8.4682], [-8.0063, -9.5263, 7.2788], [-6.1000, -11.8598, 6.7710], [-7.8451, -11.8765, 6.5599], [-6.1565, -11.3780, 4.4533], [-7.7254, -10.5438, 4.5665], [-6.0267, -8.0838, 7.3580], [-4.9418, -9.5010, 7.3244]],
  "atomic_forces_ev_per_a": [[-0.61, 0.16, -0.21], [0.86, 0.23, 0.23], [-1.23, -0.45, 0.01], [-0.07, 0.36, -0.30], [0.54, -0.36, -0.15], [-0.20, -0.14, -0.17], [-0.50, -0.04, 0.09], [0.55, 0.37, -0.23], [-0.36, 0.07, 0.27], [-1.17, -0.45, 0.22], [0.21, 0.05, -0.17], [0.14, 0.10, 0.10], [0.08, -0.11, -0.01], [0.09, -0.04, -0.26], [0.07, 0.07, -0.01], [0.40, 0.06, 0.01], [0.37, 0.26, 0.04], [0.02, -0.10, 0.07], [0.09, -0.02, -0.05], [0.02, -0.06, -0.03], [0.34, 0.19, -0.31], [-0.12, -0.05, 0.06], [0.02, 0.03, -0.06], [0.25, -0.13, 0.22], [0.23, -0.03, -0.01], [-0.10, -0.05, -0.08], [-0.18, 0.06, 0.00], [0.27, 0.12, 0.10], [-0.01, 0.04, 0.03], [0.06, 0.05, -0.01], [-0.02, 0.00, -0.01], [-0.01, 0.00, 0.00], [-0.13, 0.03, -0.06], [-0.07, 0.07, -0.07], [-0.13, -0.05, -0.04], [-0.06, -0.03, -0.03], [0.03, -0.05, 0.10], [-0.04, 0.04, -0.03], [0.30, -0.11, -0.13], [0.03, -0.16, -0.34], [-0.13, -0.01, 0.05], [0.67, 0.36, 0.51], [0.24, 0.15, -0.19], [0.00, 0.03, 0.01], [-0.02, 0.03, -0.03], [-0.02, 0.01, 0.01], [0.00, -0.01, 0.01], [-0.11, 0.04, 0.11], [-0.08, 0.06, 0.04], [-0.10, -0.04, 0.07], [-0.06, -0.02, 0.06], [0.11, -0.35, 0.08], [0.00, 0.06, -0.10], [-0.10, -0.01, 0.35], [-0.07, 0.20, 0.41], [0.18, -0.08, -0.08], [0.01, -0.14, -0.26], [-0.24, 0.17, 0.06], [-0.03, 0.03, -0.02], [-0.01, 0.04, -0.02], [0.01, 0.00, -0.01], [0.02, -0.02, 0.00], [0.04, -0.11, -0.16], [0.03, 0.01, -0.08], [0.09, -0.06, -0.07], [0.06, -0.04, -0.04], [-0.06, -0.02, -0.09], [0.04, -0.02, 0.05], [-0.16, 0.31, -0.02], [-0.13, 0.21, 0.16], [-0.10, 0.06, 0.01], [0.11, -0.16, -0.12], [0.11, 0.27, 0.08], [0.01, 0.00, 0.00], [0.03, -0.01, 0.02], [0.01, -0.02, 0.00], [-0.01, -0.01, -0.01], [0.05, -0.13, -0.04], [0.07, -0.09, 0.01], [-0.03, -0.13, -0.04], [-0.02, -0.06, -0.02], [-0.03, 0.11, -0.08], [0.18, 0.28, -0.10], [-0.34, -0.17, -0.02], [-0.27, -0.34, 0.26], [0.10, 0.03, -0.07], [-0.12, -0.11, 0.30], [-0.16, -0.16, 0.23], [-0.02, -0.02, -0.01], [0.03, 0.00, 0.03], [0.04, -0.01, -0.02], [0.00, -0.04, -0.01], [0.09, 0.09, -0.02], [0.11, 0.08, 0.03], [0.09, 0.08, -0.10], [0.02, 0.02, -0.06], [-0.05, -0.03, -0.09], [0.04, 0.04, 0.04], [-0.14, -0.30, 0.10], [0.03, -0.24, 0.19], [0.00, -0.23, 0.06], [-0.03, 0.20, -0.12], [-0.13, -0.06, 0.25], [0.00, 0.01, 0.00], [0.01, 0.03, 0.02], [0.01, 0.02, 0.00], [0.00, 0.00, -0.01], [0.03, 0.11, -0.09], [0.03, 0.11, -0.02], [0.05, 0.04, -0.11], [0.03, 0.02, -0.06]],
  "mulliken_charge": [-1.1638, -0.1805, -0.3597, -0.2196, 0.6093, -0.4844, -0.3678, 0.2851, -0.8261, -0.1708, 0.1934, 0.3439, 0.3952, 0.2365, 0.2718, 0.2158, 0.2833, 0.2741, 0.2186, 0.3222, 0.2163, -0.0428, -0.7722, -0.6776, 1.1357, -0.6513, -0.6673, -0.8238, 0.3587, -0.0715, 0.3342, 0.3468, 0.3904, 0.3577, 0.4207, 0.3639, -0.5815, -0.6490, -0.6450, 1.0741, -0.6778, -0.5895, -0.3964, 0.3798, 0.2950, 0.3047, 0.3250, 0.3476, 0.3472, 0.0737, 0.3135, -0.0236, -0.9350, -0.4266, 1.2234, -0.6587, -0.6965, -0.7943, -0.0875, 0.3094, 0.3242, 0.3779, 0.4077, 0.2165, 0.4564, 0.3578, -0.6003, -0.5927, -0.7053, 1.2275, -0.6581, -0.7307, -0.7100, 0.3474, 0.3079, 0.2955, 0.3170, 0.3455, 0.3693, 0.3689, 0.3911, -0.3640, -0.4813, -0.8689, 1.2222, -0.7033, -0.6309, -0.8102, -0.0189, 0.3449, 0.1733, 0.4690, 0.4474, 0.3991, 0.4403, 0.3636, -0.6242, -0.5982, -0.7528, 1.3008, -0.6429, -0.7471, -0.6973, 0.3694, 0.3075, 0.2972, 0.3215, 0.3552, 0.3534, 0.3310, 0.4039]
}